Model 1:
A cluster of 15 separate species, C21H74N28O15 in total. Source: OMol25; level of theory: the ωB97M-V functional and the def2-TZVPD basis.

The value obtained for the HOMO energy is -9.10 eV. Its molar mass is 959.00 g mol⁻¹. The spin multiplicity is 1.

Cartesian coordinates (Å):
1 C 37.55868 -10.65289 8.87578
2 C 36.42362 -9.75495 9.11166
3 C 35.91626 -9.69533 10.49066
4 O 34.71531 -8.86226 10.53549
5 C 34.41456 -8.39298 11.90862
6 N 36.82989 -8.40448 8.71491
7 H 38.04663 -10.57031 7.90460
8 H 37.14960 -11.63589 9.10917
9 H 38.34062 -10.35534 9.57443
10 H 35.57365 -10.07238 8.50760
11 H 36.66998 -9.42634 11.23069
12 H 35.54369 -10.68837 10.74202
13 H 35.24887 -7.75298 12.19572
14 H 34.46128 -9.19610 12.64409
15 H 33.57817 -7.69999 11.99975
16 H 36.10224 -7.82028 9.10134
17 H 37.66561 -8.21026 9.24777
18 C 34.38997 -3.57204 16.74370
19 C 34.49828 -2.10081 16.34423
20 C 34.10468 -1.12623 17.51865
21 O 34.19220 0.20477 17.07196
22 C 33.57123 1.16715 18.01358
23 N 35.89560 -1.95288 15.99261
24 H 34.46060 -4.13912 15.81552
25 H 33.47414 -3.78741 17.29413
26 H 35.23228 -3.83917 17.38188
27 H 33.77876 -1.96891 15.53615
28 H 34.87242 -1.42867 18.23082
29 H 33.15742 -1.38369 17.99248
30 H 33.98960 1.10628 19.01825
31 H 32.48505 1.07723 17.99839
32 H 33.71585 2.16586 17.60154
33 H 36.10242 -2.64674 15.28841
34 H 36.24808 -1.08401 15.61724
35 C 37.25832 -9.28374 16.17472
36 O 36.62790 -10.17983 15.61039
37 N 37.08463 -8.83638 17.35664
38 N 38.27447 -8.71204 15.71892
39 H 36.16491 -8.94588 17.75942
40 H 37.68478 -8.09528 17.68933
41 H 38.50307 -8.99045 14.77534
42 H 38.69210 -7.90540 16.16051
43 C 36.13410 2.78916 12.17426
44 O 37.14983 3.34313 12.55518
45 N 35.96520 2.34366 10.95534
46 N 35.10776 2.52791 12.96745
47 H 35.13064 1.80986 10.75877
48 H 36.74499 2.36913 10.31395
49 H 34.30036 2.10109 12.53614
50 H 34.99280 3.08134 13.80447
51 C 35.55207 5.66958 21.09646
52 O 35.08633 5.03352 22.00389
53 N 36.81902 5.90405 21.14524
54 N 34.86017 6.01225 20.07252
55 H 37.38144 6.38246 20.45611
56 H 37.29132 5.38202 21.86947
57 H 35.24862 6.46370 19.25679
58 H 33.85852 5.88660 20.10450
59 C 27.94390 -3.05500 16.10550
60 O 28.14393 -3.51198 17.22682
61 N 28.87491 -3.10149 15.11224
62 N 26.89594 -2.37766 15.70082
63 H 28.80330 -2.35936 14.43090
64 H 29.78645 -3.41924 15.40932
65 H 26.59356 -2.19278 14.75505
66 H 26.21714 -2.07703 16.38563
67 C 31.52634 -1.71258 10.74248
68 O 32.06596 -0.78808 11.24328
69 N 30.21860 -1.80231 10.91638
70 N 32.05864 -2.80945 10.24001
71 H 29.66092 -2.57367 10.57857
72 H 29.84115 -0.88119 11.08721
73 H 32.98122 -2.83203 9.82961
74 H 31.49376 -3.64657 10.22427
75 C 39.32932 2.10854 17.44506
76 O 40.21727 1.39762 17.70898
77 N 39.25181 3.40413 17.48168
78 N 38.28641 1.58062 16.88773
79 H 40.14329 3.87525 17.53980
80 H 38.45697 3.86641 17.06377
81 H 37.43402 2.01976 16.57039
82 H 38.34526 0.57614 16.97530
83 C 37.12164 -2.07163 9.47856
84 O 36.30202 -1.73933 8.67407
85 N 36.98817 -2.00003 10.73750
86 N 38.36804 -2.32800 9.12661
87 H 36.17783 -1.49765 11.07077
88 H 37.72867 -2.38524 11.30615
89 H 38.61912 -2.30613 8.14857
90 H 39.09497 -2.53384 9.79691
91 C 27.00684 1.87330 19.39564
92 O 27.99677 2.60306 19.24260
93 N 26.08287 1.73544 18.52939
94 N 26.70307 1.19504 20.46456
95 H 26.24305 2.27644 17.69168
96 H 25.30444 1.10243 18.64533
97 H 27.36981 1.30927 21.21456
98 H 25.86230 0.65538 20.61280
99 C 31.71243 1.64158 24.18925
100 O 30.66201 1.18222 24.36442
101 N 32.72400 1.19866 23.53543
102 N 31.96663 2.89161 24.46329
103 H 32.72202 0.21327 23.31381
104 H 33.48979 1.80592 23.28067
105 H 32.82922 3.23954 24.06960
106 H 31.35758 3.58422 24.87492
107 C 28.72529 2.39141 14.31932
108 O 28.33261 1.73843 13.37333
109 N 29.95255 2.43828 14.79721
110 N 28.06793 3.23964 14.94080
111 H 30.03697 2.71854 15.76387
112 H 30.62047 1.92670 14.23840
113 H 27.07648 3.36969 14.79856
114 H 28.47641 3.55137 15.81032
115 C 35.43213 8.61408 15.48519
116 O 35.90757 8.02506 16.44808
117 N 35.93023 9.62842 14.89934
118 N 34.29640 8.23585 14.92252
119 H 36.82292 9.94442 15.25056
120 H 35.38669 10.11947 14.20398
121 H 34.11229 8.64351 14.01697
122 H 33.91128 7.36071 15.24796
123 C 39.99967 -5.12375 19.52271
124 O 40.85556 -4.69347 18.72399
125 N 40.07314 -6.31996 20.07027
126 N 39.03661 -4.39212 20.03291
127 H 40.96791 -6.76608 19.92716
128 H 39.39890 -6.83577 20.61747
129 H 38.46197 -4.65240 20.82167
130 H 39.12140 -3.43496 19.72183
131 C 40.67515 -0.90785 13.23361
132 O 40.65823 -1.83209 12.47930
133 N 40.34686 0.27919 12.82578
134 N 40.98561 -0.99922 14.47413
135 H 40.34726 0.46307 11.83267
136 H 40.08843 0.89021 13.58733
137 H 40.99408 -0.19147 15.08038
138 H 41.29042 -1.88520 14.85130

Model 2:
A cluster of 15 separate species, C21H74N28O15 in total. Source: OMol25; level of theory: the ωB97M-V functional and the def2-TZVPD basis.

The value obtained for the HOMO energy is -8.57 eV. Its molar mass is 959.00 g mol⁻¹. The spin multiplicity is 1.

Cartesian coordinates (Å):
1 C -4.66369 -12.28701 -20.96092
2 C -5.82409 -11.28316 -21.15730
3 C -5.48182 -10.48515 -22.41986
4 O -4.45988 -9.55304 -22.10495
5 C -3.89045 -8.98089 -23.27860
6 N -7.03717 -12.08084 -21.42389
7 H -3.70079 -11.78882 -21.07617
8 H -4.73322 -13.13432 -21.64367
9 H -4.64379 -12.69484 -19.94357
10 H -6.07157 -10.80478 -20.20875
11 H -6.34253 -9.88051 -22.75329
12 H -5.28397 -11.04686 -23.33925
13 H -3.71217 -7.92220 -23.07376
14 H -4.49163 -9.05749 -24.18297
15 H -2.90574 -9.42710 -23.45595
16 H -6.94003 -12.66721 -22.24722
17 H -7.08834 -12.78381 -20.69146
18 C -6.94006 -2.26694 -23.56060
19 C -6.54805 -3.66515 -24.02548
20 C -6.99937 -4.68574 -22.95332
21 O -6.67229 -5.99513 -23.35365
22 C -7.03912 -6.97573 -22.37967
23 N -7.38960 -3.92334 -25.22158
24 H -8.01890 -2.20804 -23.37521
25 H -6.73984 -1.60099 -24.39944
26 H -6.51944 -1.87067 -22.63613
27 H -5.50443 -3.68459 -24.32789
28 H -8.07106 -4.55028 -22.79383
29 H -6.38160 -4.35366 -22.10975
30 H -8.12465 -6.88871 -22.25863
31 H -6.57918 -6.73286 -21.41220
32 H -6.74329 -7.96588 -22.71838
33 H -6.99713 -4.73547 -25.68034
34 H -8.37133 -4.04538 -25.02852
35 C -7.89715 -15.35087 -21.55422
36 O -7.40838 -14.64272 -22.42429
37 N -7.15363 -16.01088 -20.61371
38 N -9.24490 -15.53137 -21.37313
39 H -7.57351 -16.77384 -20.11831
40 H -6.15571 -15.91780 -20.66334
41 H -9.89582 -15.05316 -21.96987
42 H -9.56146 -16.37965 -20.94153
43 C -2.88846 -8.90872 -19.01329
44 O -3.19971 -7.75176 -19.33136
45 N -2.62446 -9.93066 -19.85933
46 N -2.72092 -9.23239 -17.69721
47 H -2.00894 -10.67477 -19.59735
48 H -2.96061 -9.73264 -20.79571
49 H -2.12388 -9.97295 -17.37383
50 H -2.95568 -8.50198 -17.04717
51 C -11.18329 -12.87793 -19.91036
52 O -11.76047 -13.95458 -19.83025
53 N -11.34032 -11.95131 -20.88860
54 N -10.29858 -12.48619 -18.92029
55 H -10.98362 -11.01358 -20.84750
56 H -12.01635 -12.20602 -21.58890
57 H -10.34367 -13.20191 -18.20890
58 H -9.40652 -12.10974 -19.19433
59 C -4.92301 -13.95842 -26.04029
60 O -5.67438 -14.10439 -26.98697
61 N -3.88641 -14.79105 -25.71082
62 N -4.98525 -12.84687 -25.21475
63 H -3.55327 -15.41251 -26.42283
64 H -3.40004 -14.68046 -24.84235
65 H -5.82531 -12.30250 -25.37264
66 H -4.42999 -12.92606 -24.38118
67 C -3.56030 -15.86414 -17.39428
68 O -3.62687 -16.94784 -17.96576
69 N -3.77711 -14.67858 -18.02706
70 N -3.29755 -15.76637 -16.04954
71 H -3.61880 -13.82433 -17.50112
72 H -4.08630 -14.75046 -18.97597
73 H -2.88467 -16.50103 -15.51476
74 H -3.49046 -14.84594 -15.69056
75 C -7.74534 -10.57141 -25.40254
76 O -6.52962 -10.49072 -25.58687
77 N -8.62688 -9.95136 -26.23108
78 N -8.34633 -11.39985 -24.50329
79 H -9.61978 -10.08366 -26.22844
80 H -8.24786 -9.27879 -26.87224
81 H -9.30307 -11.19395 -24.26964
82 H -7.78922 -11.98436 -23.91052
83 C -7.03089 -8.23571 -18.76662
84 O -8.15519 -8.71132 -18.94978
85 N -6.18095 -7.92265 -19.77931
86 N -6.54094 -8.03513 -17.51637
87 H -5.17768 -7.96438 -19.59783
88 H -6.52732 -8.31262 -20.63710
89 H -5.62498 -7.65362 -17.35919
90 H -7.07866 -8.26571 -16.70232
91 C -9.90831 -9.13067 -22.00671
92 O -10.11511 -9.17503 -23.21492
93 N -9.05857 -9.96167 -21.34115
94 N -10.57990 -8.25157 -21.18602
95 H -8.67338 -10.68373 -21.93070
96 H -8.91338 -9.92969 -20.34461
97 H -10.38044 -8.29706 -20.20200
98 H -10.82024 -7.41817 -21.69687
99 C -2.12707 -10.32234 -27.91403
100 O -1.74090 -11.35637 -28.43773
101 N -2.80382 -10.31237 -26.72261
102 N -1.91423 -9.06798 -28.43074
103 H -3.11857 -11.17524 -26.31078
104 H -3.04761 -9.38644 -26.41490
105 H -2.51578 -8.27559 -28.21237
106 H -1.23770 -8.97802 -29.16400
107 C -3.26734 -4.49959 -21.13013
108 O -3.31122 -3.29740 -21.34185
109 N -2.37291 -5.36498 -21.68522
110 N -4.06086 -5.09920 -20.18350
111 H -1.66534 -4.94705 -22.26292
112 H -2.21488 -6.29822 -21.34946
113 H -3.88206 -6.07222 -20.01204
114 H -4.53705 -4.48369 -19.55250
115 C -4.17133 -6.76252 -26.13266
116 O -3.54618 -7.24136 -27.08533
117 N -3.67682 -5.86506 -25.24844
118 N -5.39268 -7.24978 -25.79388
119 H -4.33351 -5.55199 -24.55182
120 H -2.73579 -5.52997 -25.28132
121 H -5.84413 -7.99618 -26.29328
122 H -5.87209 -6.94611 -24.95249
123 C -4.59279 -12.09784 -15.82298
124 O -3.50739 -12.46098 -16.29301
125 N -5.29727 -11.15137 -16.48983
126 N -5.21309 -12.63066 -14.73029
127 H -6.20426 -10.83844 -16.19798
128 H -4.91805 -10.85803 -17.37381
129 H -4.67842 -12.86020 -13.90859
130 H -6.10843 -12.22135 -14.52078
131 C -1.09746 -12.44954 -23.40097
132 O -1.85967 -13.09394 -24.09973
133 N -0.51128 -11.30031 -23.83844
134 N -0.77151 -12.83472 -22.11797
135 H -0.66006 -11.04708 -24.80258
136 H 0.05317 -10.68825 -23.28177
137 H -1.43688 -13.52367 -21.81007
138 H -0.11464 -12.32540 -21.56264

The most stable of them is model 2.

Model 1:
A cluster of 2 separate species, C3H2NO2S in total. Source: OMol25; level of theory: the ωB97M-V functional and the def2-TZVPD basis.

The value obtained for the HOMO energy is -4.32 eV. Its charge is -1. Its molar mass is 116.12 g mol⁻¹. The spin multiplicity is 1.

Cartesian coordinates (Å):
1 C -1.00371 2.01742 0.16302
2 C 0.65156 -1.80856 0.11162
3 C 1.41223 -0.90651 -0.24462
4 N -1.97443 2.39238 0.57098
5 O 1.78807 1.60168 -0.82431
6 O 3.70870 0.51742 0.02475
7 S 2.27147 0.68632 0.21363
8 H 0.06570 -2.60280 -0.00496
9 H -0.04989 1.67934 -0.20948

Model 2:
The ion C3H2NO2S with charge -1. Source: OMol25; level of theory: the ωB97M-V functional and the def2-TZVPD basis.

The value obtained for the HOMO energy is -3.82 eV. Its charge is -1. Its molar mass is 116.12 g mol⁻¹. The spin multiplicity is 1. As for the structure (SMILES): [O-][C@]12O[C@H]1N=CS2.

Cartesian coordinates (Å):
1 O 2.18057 -0.02989 0.87305
2 C 1.17906 0.01024 0.19603
3 O 0.80628 0.92425 -0.84678
4 C 0.03085 0.82325 0.37380
5 N -1.30962 0.37119 0.10103
6 C -1.27143 -0.76554 -0.37508
7 S 0.20647 -1.57406 -0.63839
8 H 0.35364 1.58707 0.99465
9 H -2.17581 -1.34651 -0.67830

The most stable of them is model 2.